Molecular formula: C32H46BaCl2F2NO22S2
Method: DFT, wB97M-V/def2-TZVPD

Summary:
**Net charge**: +1
**Lowest unoccupied orbital energy**: -3.76 eV
**HOMO-LUMO gap**: 6.769 eV
**Energy relative to the best compared isomer or geometry (same formula, charge and spin)**: 1.562 eV

Structure (XYZ):
```
108
Properties=species:S:1:pos:R:3:forces:R:3:lowdin_charge:R:1
H 0.39683 0.78475 2.69703 0.1659 -0.1784 0.0959 0.0629
C 5.47786 1.01555 2.89286 -0.9257 -1.5064 0.5736 -0.3180
C 5.23498 0.17347 4.05462 0.1456 0.0241 0.5386 0.0894
H -4.89615 -1.00969 3.63798 -0.3353 0.4242 -0.3528 0.1039
H 1.20616 -1.23002 -3.65537 0.0600 0.0696 0.2262 0.1141
N -1.50327 1.86263 0.01952 0.0636 -2.1703 -2.4581 -0.4816
O 1.81797 0.94511 4.82526 0.3405 -0.2090 0.7622 0.0760
C -0.17017 -4.66060 -1.02613 0.9584 -0.1370 -0.0505 -0.1959
H -2.28861 2.03113 4.78995 0.0520 -0.1120 0.2872 0.1219
C -5.38381 -0.33949 1.06761 -0.1245 -0.8189 -0.4962 -0.2088
O -5.78103 2.00978 0.73482 0.4409 0.6300 -0.0053 -0.3458
O -1.04434 3.71302 3.04701 -0.5138 0.1819 0.3492 -0.4107
H -6.81230 2.99300 2.26505 0.0903 0.3483 -0.4462 0.0924
O -2.89245 -4.49670 -3.33612 -0.6960 0.4208 -0.2758 0.1410
C 3.38679 -2.63775 -1.52547 0.5948 0.1300 -0.0569 0.0789
H -6.23055 -0.63587 1.69206 0.0362 0.3205 0.2732 0.1277
H -0.47672 -5.54754 -2.85008 -0.3858 0.2138 -0.4605 0.1360
H -7.81161 2.23824 0.96718 -0.2109 -0.0094 0.2367 0.1084
H 6.02403 -0.47108 4.41851 0.0816 0.0293 -0.1562 0.1445
C 4.08222 0.22321 4.73077 0.0579 -0.7444 0.7125 -0.2274
O -1.37387 -0.56100 -5.70851 0.7174 0.4436 -0.5273 -0.1754
H 5.57976 2.77050 1.39578 -0.1491 -0.2758 -0.1364 0.1318
C 4.31497 1.87426 2.47701 0.4687 1.2995 0.3911 -0.2116
H -4.29944 -3.17514 -2.26806 0.3262 -0.2103 -0.0680 0.1272
H -2.36650 -2.58692 0.63794 0.0319 -0.2149 0.3036 0.1149
C -0.54665 3.04105 4.21795 0.7172 0.7992 -0.6238 -0.1801
C 1.78525 -1.03918 -6.22351 -0.1906 -0.9690 0.0023 -0.1014
S -0.00275 2.21372 -0.26476 4.8622 2.4599 1.5792 0.4450
H -1.41834 -1.18355 -3.81417 0.5672 -0.1412 0.4800 0.1072
O 3.88373 -0.52004 5.83166 -0.0832 0.3086 -0.1140 0.1114
F 0.00745 3.58373 0.53848 -0.3942 0.3362 -0.1473 -0.1736
C -0.46880 5.01568 2.95100 0.0610 0.3456 -0.1910 -0.0828
C -2.01639 -3.31125 -0.08665 -0.7105 1.1466 -0.1231 0.0571
C 3.80140 -3.74132 -0.89913 0.5046 -1.9197 -0.8169 -0.2294
F -2.82033 -0.13074 -0.41997 -0.1278 0.7224 0.0259 -0.1976
O 1.02977 -5.29220 -0.85029 -1.1796 0.4032 -0.3748 0.0991
C 3.24655 2.73531 -2.87517 -0.3401 0.8233 -0.2878 -0.6923
H -0.75123 -0.26373 1.85660 -0.0846 0.3256 -0.1015 0.0815
C 0.64572 -0.47085 -4.21421 -0.1857 -0.4495 -0.3488 -0.2118
O -0.60597 -0.44467 -0.99128 0.4027 1.2889 0.0423 -0.2207
C -0.67771 -1.14695 -4.62728 -0.5735 0.1317 0.0678 -0.2028
H -4.12216 -1.93591 2.36820 0.2752 -0.1392 0.2807 0.0992
H 1.86002 -0.14476 0.82582 0.1666 -0.0298 0.2024 0.0596
C -5.75076 0.74161 0.06777 0.0606 -0.3039 0.7591 -0.1656
Cl 4.92976 2.24864 -3.09691 0.1974 -0.1656 0.0896 0.5619
C 3.02147 4.19915 -3.24689 -0.0778 -0.9148 -0.0012 -0.6692
H 3.62141 -2.56958 -2.58038 -0.2181 0.2901 -0.0204 0.1376
H 2.35684 2.52980 2.76380 -0.1834 -0.1217 0.0401 0.1162
H 4.15073 -5.57219 -1.25240 0.5182 0.0072 0.3179 0.1162
Ba -3.20199 2.62736 1.83541 -0.1842 -0.6413 0.0139 2.0932
H -3.18534 -0.87072 3.46457 0.2577 0.3195 -0.5219 0.0861
H 2.47528 -0.64553 -6.96391 -0.1318 0.3535 0.0382 0.0930
H 0.53594 0.40981 -3.58523 -0.1697 -0.0441 0.0883 0.0998
C 2.84547 -1.51174 -0.76424 0.4162 -1.3573 -0.1042 -0.3037
O -3.93492 -2.88951 -1.41312 -0.5094 0.3258 0.5837 0.0951
C -1.55305 0.84614 -5.55841 -1.5237 -0.7033 0.3123 -0.0836
C -6.92643 2.14426 1.59092 0.4925 -0.4581 0.1258 -0.0619
H 1.08035 -5.82839 -1.65739 0.6609 -0.1772 0.2999 0.1204
H 3.71519 4.84662 -2.71973 -0.2775 0.1534 0.1597 0.0655
H 2.68911 -3.05154 2.31716 0.4320 -0.5101 0.0804 0.1387
Cl 3.24465 4.49263 -4.97772 0.0974 0.0675 -0.3569 0.5524
H -1.95763 1.24316 -6.48752 0.8696 0.0218 -0.3854 0.0928
H 1.96260 4.36524 -3.05338 0.1529 0.4882 0.2716 0.0574
H -6.95779 1.28543 2.26416 -0.4323 -0.1324 -0.1797 0.0907
C 2.69596 -1.83924 0.70355 -0.4182 1.0243 0.4681 -0.2126
H 0.92073 -1.49088 -6.71965 -0.0142 0.1956 -0.1999 0.0874
O 2.16505 -0.83738 1.45284 -0.0029 -0.3041 -0.7543 0.0582
H -5.02431 0.73055 -0.74235 0.0459 0.5686 0.0528 0.1231
H -0.67028 1.31948 -5.14785 0.0586 0.3814 -0.3922 0.0825
O 6.49092 0.95079 2.24687 0.3939 0.7806 -0.4883 0.1502
H -0.77532 1.20006 5.21810 -0.0792 -0.2152 -0.1042 0.1413
H 0.61905 4.96758 2.89318 0.0341 -0.1766 0.0153 0.1050
H -0.70416 3.70128 5.07804 -0.1550 -0.2230 0.1589 0.1432
O 0.94886 1.44883 0.48881 -0.7637 0.1960 -0.1797 -0.2693
O 1.39401 -0.03979 -5.32346 0.3347 0.5231 -0.0580 -0.1778
C 2.90909 1.00892 4.27861 -0.3789 0.6947 -1.8959 -0.3069
H -0.81995 5.50340 2.04413 -0.0942 -0.1465 -0.0520 0.0928
O 0.38892 2.56914 -1.58909 -1.0824 -0.3391 0.0874 -0.2146
H -0.25322 -0.74274 3.41198 -0.1638 0.4232 0.7094 0.1159
O -2.07536 0.98775 -2.40486 0.7816 0.1866 1.7758 -0.2280
S -1.56836 0.60416 -1.11288 -3.3964 -2.4685 -1.2896 0.5481
H -0.74587 5.63520 3.80541 -0.0604 -0.0909 0.1109 0.1028
C -0.88769 -4.82704 -2.15019 0.1426 -0.2093 0.4108 0.0798
H -2.41907 1.01714 -4.90506 0.3033 0.0100 0.5238 0.0693
H 0.53670 2.98863 4.09541 -0.0410 -0.5982 0.0539 0.1119
H 3.01592 -0.27328 6.19475 -0.0176 -0.1535 -0.1019 0.1163
C -0.64843 -3.79892 0.09801 -1.1279 -0.2602 0.2983 -0.3118
C -1.28889 1.75136 4.42828 -0.6288 0.1032 0.4588 -0.2068
O 4.15775 -5.05470 1.07068 -0.2390 -0.6606 -0.4531 0.1435
O 4.63072 2.83564 1.61145 -0.1954 -0.2147 -0.2532 0.1233
C -2.76255 -3.47624 -1.18329 0.4800 -0.1102 -1.0549 -0.2400
H -5.14771 -1.25181 0.50606 0.1710 0.0690 -0.0737 0.1284
C 3.01662 -2.99897 1.28526 -0.7204 0.3212 0.4465 0.0612
C 3.11387 1.82861 3.08558 0.4393 0.0852 0.0669 0.0563
O -1.57773 0.96335 3.28226 0.4085 -0.0228 0.0726 -0.3595
C 3.64933 -4.09237 0.55551 -0.0547 2.1901 0.6952 -0.3368
H 2.96191 2.63835 -1.82993 0.1522 -0.3254 0.0032 0.0527
C -4.09909 -0.97313 2.88602 -0.0273 -1.0010 0.1410 -0.0697
H -0.44443 -2.17270 -4.92224 -0.1919 0.0306 -0.1098 0.1194
O 4.45635 -4.71796 -1.59080 -0.7285 0.4629 -0.3380 0.0821
O 2.51588 -0.45114 -1.23574 -0.1494 0.3261 0.2933 0.1205
H 2.30432 -1.87515 -5.73248 0.0769 0.1306 0.2749 0.0886
O -4.25465 0.02105 1.87361 -0.5708 0.5644 0.5609 -0.3449
C -2.23826 -4.26729 -2.35374 1.3859 -0.9134 0.8771 -0.3152
C -0.47102 0.15114 2.82583 -0.0312 -0.2732 -0.8949 -0.0509
O -0.06959 -3.58013 1.13627 0.5883 -0.1440 -0.3625 0.1420
H 2.60641 2.12571 -3.50967 0.1264 -0.2508 0.1317 0.0591
H -6.73365 0.52487 -0.35424 -0.0149 -0.0553 -0.0531 0.1439
```
Forces are in eV/Å.

=====

Molecular formula: C32H46Cl3GeN5NaO5S
Method: DFT, wB97M-V/def2-TZVPD

Summary:
**Multiplicity**: 2
**Net charge**: -2
**Lowest unoccupied orbital energy (spin up / spin down)**: 3.42 / 3.42 eV
**HOMO-LUMO gap (spin up / spin down)**: 3.941 / 6.538 eV

Structure (XYZ):
```
94
Properties=species:S:1:pos:R:3:forces:R:3:lowdin_spin:R:1
H -0.06777 -2.87608 3.08846 0.0119 0.0032 -0.0021 0.0000
H 1.91275 3.17321 1.16857 0.0021 0.0275 -0.0316 0.0060
C -0.26119 -1.96486 2.50588 0.0018 -0.0180 -0.0240 0.0000
C 0.94430 3.66805 1.28554 0.0310 -0.1164 -0.0340 0.0160
H -0.49669 -1.18846 3.23850 -0.0074 -0.0322 -0.0045 0.0000
Cl 0.28651 2.55560 6.85433 0.0015 -0.0052 0.0435 0.0001
H 5.71752 2.08383 -3.09676 0.0298 -0.0249 -0.0287 0.0000
C -1.38764 4.55786 -2.47807 -0.0211 0.0319 0.0139 0.0115
C 3.98106 1.54702 -1.93377 0.1015 0.0334 0.0765 0.0000
C 1.28284 -3.47452 -0.88664 -0.0476 -0.0669 0.0566 0.0000
O 2.14021 0.71125 -0.74876 0.0639 -0.2036 0.0422 0.0006
C 0.91771 4.35423 -1.76173 -0.0798 0.0277 0.0916 0.0241
C 1.40156 -3.74862 0.61502 -0.0079 0.0171 -0.0084 0.0000
H 0.44462 -4.09741 1.00897 -0.0170 0.0087 -0.0040 0.0000
C 1.90888 -2.59784 1.49039 -0.0287 -0.0055 -0.0050 0.0000
H 3.34118 2.21229 -2.51127 -0.0532 0.0820 -0.0218 0.0000
H 2.77163 -2.12961 1.00595 -0.0060 0.0105 -0.0018 0.0000
C -1.48509 -2.17976 1.62452 0.0141 -0.0113 0.0198 0.0000
C 1.32092 5.26411 -2.72646 0.0151 -0.0053 0.0029 0.0627
O 4.88606 -0.18575 -6.28013 -0.0004 0.0057 -0.0264 0.0000
C 0.67370 0.28862 -5.81194 0.0987 0.0757 -0.1561 0.0000
H -2.00834 -0.21241 1.73128 -0.0300 0.0409 -0.0316 0.0000
N -1.92670 -0.93446 1.02328 0.0855 -0.0427 0.0352 0.0003
C 0.10286 1.43223 -5.25525 0.0375 0.1725 -0.1221 0.0002
C 0.23370 -2.07527 -2.57340 -0.0261 0.0045 0.0464 0.0001
H 1.67317 3.84617 -1.18378 0.0612 -0.0455 0.1743 0.0000
H 0.67666 6.58417 -4.30550 0.0052 0.0138 -0.0127 -0.0008
H -3.88489 -2.06704 -1.49178 0.0128 -0.0156 0.0027 0.0000
N 0.59937 -2.22469 -1.17450 0.1723 0.1474 0.0228 0.0000
H -2.27721 -2.64671 2.23732 -0.0074 0.0200 0.0111 0.0000
H -3.21079 0.22867 -2.16872 0.0017 0.0009 0.0141 0.0014
C 2.04723 0.12505 -5.86114 -0.0636 -0.0103 0.0040 0.0002
O 3.31036 -0.76470 -1.96469 0.0038 -0.0086 0.1032 0.0001
C 3.08612 0.38127 -1.50171 -0.0535 0.1133 -0.1960 0.0001
H -1.17757 0.93898 -2.09451 0.0055 0.0010 -0.0347 0.0010
H 1.05816 -2.34995 -3.25181 0.0012 -0.0014 -0.0127 0.0000
C 5.22835 1.18573 -2.72227 -0.0290 -0.0331 -0.0655 0.0000
H -2.59535 -1.06559 -3.19481 -0.0238 -0.0080 -0.0072 0.0001
H -4.15641 2.82299 -1.47883 0.0054 -0.0106 0.0001 -0.0018
S 4.62389 0.86933 -5.33889 -0.0491 -0.0370 0.1554 0.0000
H 0.99194 4.66833 0.86552 -0.0102 0.0714 -0.0970 0.0000
H -1.88040 1.53480 -6.09405 0.0034 0.0112 0.0064 0.0000
H 2.97232 3.09585 -4.52109 -0.0136 0.0222 -0.0095 0.0003
N 4.97985 0.29464 -3.86409 0.1339 0.0972 -0.0552 0.0000
H 2.26226 -3.03713 2.43662 0.0034 -0.0010 -0.0046 0.0000
C -0.14783 -0.63450 -2.89842 0.1215 -0.1669 -0.0044 0.0001
C 2.32349 2.30329 -4.87000 0.0294 -0.0551 0.0121 0.0007
O 5.27937 2.14382 -5.47787 -0.0203 -0.0206 -0.0049 0.0000
C -0.43690 4.04746 -1.53429 -0.0136 0.0142 -0.0035 0.0291
H -2.21004 -2.45085 -1.10658 0.0262 0.0073 0.0032 0.0000
H 2.09943 -4.58279 0.74249 -0.0024 -0.0019 0.0016 0.0000
C -2.93657 -1.63611 -1.14836 -0.0023 0.0092 -0.0120 0.0000
C -0.94983 5.48728 -3.45103 0.0046 0.0069 0.0012 0.0647
H -2.57791 2.03272 0.23936 -0.0037 -0.0130 -0.0113 0.0080
H 1.38828 -0.81354 2.28668 0.0327 -0.0138 0.0237 0.0000
H -3.43537 4.49779 -3.17494 0.0034 0.0032 0.0048 0.0134
H -0.60231 -2.75308 -2.79130 -0.0042 -0.0024 0.0109 0.0000
C -2.24861 2.71256 -0.53554 0.0410 -0.0542 -0.0229 0.1282
H 1.29676 -1.50469 -0.97951 0.0491 -0.0089 -0.1808 0.0000
H -1.65980 2.48461 -4.60945 -0.0201 0.0289 -0.0096 0.0016
Ge -0.12326 1.12945 5.08120 0.0381 0.0532 -0.0071 0.0004
C -2.73350 4.11266 -2.44360 -0.0085 0.0196 -0.0060 0.1942
H -1.68933 5.90296 -4.12866 0.0015 -0.0077 0.0021 0.0024
C -1.38973 1.55917 -5.11774 0.0021 0.0153 -0.0198 0.0010
Na 0.21547 0.06872 0.05589 -0.5398 -0.1749 0.1638 0.0023
H 0.02948 -0.50328 -6.17939 0.0105 0.0083 -0.0232 0.0000
H 2.28528 -3.48067 -1.34394 0.0009 -0.0066 0.0048 0.0000
H 0.71826 -4.29392 -1.34666 0.0033 -0.0053 -0.0006 0.0000
C 0.94439 2.44136 -4.79694 -0.0706 -0.0426 0.0133 0.0008
C 2.87059 1.13234 -5.37332 -0.0222 0.0888 -0.0733 0.0001
Cl 0.93244 -0.74349 5.97134 0.0292 -0.0482 0.0090 0.0003
C -0.90854 3.18600 -0.45749 0.0442 -0.0098 -0.1204 0.1157
H -1.24348 -2.87076 0.81502 -0.0094 -0.0236 0.0087 0.0000
H -1.79083 0.73110 -4.52569 -0.0290 0.0934 -0.0959 0.0000
H 2.37425 5.48669 -2.84874 0.0124 0.0009 0.0009 0.0047
C -2.50412 -0.60716 -2.19566 -0.0370 -0.0288 0.0704 0.0026
Cl -2.26635 0.52941 5.70378 -0.0356 -0.0442 -0.0117 0.0002
O -0.41482 1.75309 1.34332 -0.1933 0.2582 0.0337 0.1244
C -3.12792 3.17098 -1.49221 -0.0167 -0.0287 0.0069 0.0462
H 0.74115 3.72986 2.35627 0.0194 -0.0230 0.0020 0.0020
H 0.51740 3.33473 -4.35600 0.0232 0.0010 -0.0382 0.0009
H -3.87558 -1.71323 0.79123 -0.0100 -0.0002 -0.0111 0.0000
H 5.94295 0.66448 -2.08266 -0.0237 -0.0188 0.0174 0.0000
N 0.92551 -1.54401 1.75778 0.0886 0.0060 0.0378 0.0001
H 2.49158 -0.77384 -6.26623 -0.0030 0.0041 -0.0078 0.0000
H 4.25597 2.10809 -1.03704 0.0225 -0.0268 0.0002 0.0001
C -0.14736 2.79623 0.69879 0.1268 0.0865 0.0134 0.1189
C -3.15356 -1.06974 0.25834 0.0002 0.0364 -0.0284 0.0005
C 0.37199 5.86521 -3.55422 -0.0096 -0.0672 -0.0236 0.0123
H -3.61834 -0.08333 0.17111 0.0220 0.0044 0.0050 0.0003
H -0.43336 -0.59426 -3.96202 -0.0812 -0.2445 0.3785 0.0000
H 4.38840 -0.48614 -3.56611 -0.0230 -0.0293 0.0269 0.0000
H 0.75035 -0.01974 -2.80010 -0.0046 0.0105 -0.0104 0.0000
N -1.16331 -0.07245 -2.02096 0.1027 0.0742 -0.0511 0.0012
```
Forces are in eV/Å.

=====

E_tot (computed, eV): -133298.748, -160962.627